The following is a quantum chemistry calculation of C17H29N2O4P2Sn as an isolated structure at a distorted geometry, from the OMol25 dataset.

Cartesian coordinates (Å):
C (-0.745, 3.960, -1.499)
C (-0.911, 2.618, -1.007)
N (0.071, 2.105, -0.151)
C (0.907, 2.951, 0.472)
C (0.905, 4.313, 0.188)
C (0.087, 4.819, -0.813)
C (-2.110, 1.899, -1.283)
P (-2.348, 0.168, -0.707)
Sn (-0.204, -0.155, 0.494)
P (2.180, 0.600, 1.416)
C (1.798, 2.425, 1.582)
C (0.044, -2.410, 0.740)
C (-1.014, -3.019, 1.413)
C (-1.038, -4.417, 1.563)
C (0.010, -5.194, 1.043)
C (1.079, -4.570, 0.381)
C (1.095, -3.175, 0.227)
O (-0.664, 1.233, -4.955)
O (-0.320, -2.403, -3.904)
H (-1.401, 4.266, -2.324)
H (1.555, 4.946, 0.771)
H (0.145, 5.864, -1.097)
C (-3.621, 0.604, 0.463)
C (-2.892, -1.138, -1.817)
H (2.735, 3.000, 1.638)
H (1.273, 2.579, 2.538)
H (-0.988, 1.383, -4.080)
H (-2.718, 2.266, -2.160)
C (2.598, -0.015, 3.075)
C (3.737, 0.610, 0.445)
H (-1.828, -2.420, 1.822)
H (-1.875, -4.877, 2.097)
H (-0.009, -6.274, 1.156)
H (1.903, -5.172, -0.032)
H (1.908, -2.696, -0.335)
H (1.309, -0.513, -1.022)
H (0.577, -2.690, -3.628)
H (-0.226, -1.432, -3.735)
H (0.306, 1.466, -4.889)
H (2.065, -0.486, -0.856)
H (-4.462, 0.892, -0.158)
H (-3.894, -0.176, 1.153)
H (-3.307, 1.488, 1.007)
H (-3.696, -0.743, -2.445)
H (-2.068, -1.528, -2.421)
H (-3.323, -1.949, -1.222)
H (4.546, 1.142, 0.965)
H (4.046, -0.433, 0.308)
H (3.586, 1.091, -0.529)
H (3.379, 0.572, 3.573)
H (1.697, -0.058, 3.701)
H (2.988, -1.032, 2.955)
O (-1.035, -0.375, 4.328)
N (-0.630, -0.398, 3.192)
O (-1.202, 0.484, 2.362)

Orbital gap = 6.040 eV
Total charge = +1
E_HOMO = -10.1 eV
F_max = 3.2 eV/A


The following is a quantum chemistry calculation of a 2-piece molecular cluster, C17H29N3O5 overall, from the OMol25 dataset.

Cartesian coordinates (Å):
C (4.809, -0.342, -1.205)
O (3.575, -0.187, -1.871)
C (3.673, -0.264, -3.281)
C (2.335, 0.111, -3.941)
C (1.280, 0.693, -3.004)
C (0.590, -0.381, -2.171)
N (-0.152, 0.142, -1.025)
C (-1.002, -0.886, -0.443)
C (-2.335, -0.983, -1.153)
O (-3.159, 0.070, -0.692)
C (-4.143, 0.457, -1.620)
C (0.727, 0.798, -0.045)
C (0.435, 2.293, 0.195)
C (0.192, 3.138, -1.042)
N (-1.020, 2.888, -1.652)
O (0.965, 3.991, -1.431)
H (4.772, 0.228, -0.278)
H (5.636, 0.034, -1.816)
H (5.005, -1.393, -0.971)
H (4.461, 0.420, -3.617)
H (3.981, -1.275, -3.576)
H (2.540, 0.850, -4.715)
H (1.920, -0.762, -4.451)
H (1.736, 1.452, -2.369)
H (0.529, 1.206, -3.608)
H (-0.120, -0.905, -2.817)
H (1.321, -1.129, -1.829)
H (-0.503, -1.868, -0.424)
H (-1.221, -0.610, 0.590)
H (-2.812, -1.953, -0.964)
H (-2.191, -0.881, -2.236)
H (-4.805, -0.375, -1.886)
H (-4.733, 1.241, -1.150)
H (-3.698, 0.851, -2.542)
H (0.582, 0.308, 0.915)
H (1.774, 0.662, -0.319)
H (1.281, 2.737, 0.714)
H (-0.441, 2.377, 0.842)
H (-1.068, 3.249, -2.595)
H (-1.297, 1.911, -1.565)
C (-2.989, -2.124, 5.206)
C (-3.046, -1.040, 4.341)
C (-1.879, -0.413, 3.932)
C (-0.675, -0.900, 4.405)
C (-0.589, -1.980, 5.264)
C (-1.765, -2.592, 5.667)
N (0.574, -0.248, 3.962)
O (0.468, 0.727, 3.242)
O (1.627, -0.730, 4.324)
H (-3.903, -2.608, 5.522)
H (-3.999, -0.678, 3.981)
H (-1.894, 0.432, 3.259)
H (0.378, -2.323, 5.602)
H (-1.724, -3.438, 6.340)

Orbital gap = 7.963 eV
Total charge = 0
E_HOMO = -8.5 eV
Relative energy (zero: lowest compared OMol25 entry of this formula, charge and spin) = 641.0 kJ/mol
F_max = 0.4 eV/A


The following is a quantum chemistry calculation of an isolated ion of composition C17H29N5O6P and charge +1 at a distorted geometry, from the OMol25 dataset.

Cartesian coordinates (Å):
C (-4.149, -2.886, 0.133)
C (-3.692, -2.029, 1.335)
C (-4.003, -0.548, 1.056)
C (-2.860, 0.122, 0.325)
C (-3.264, 1.458, -0.326)
N (-1.669, 0.322, 1.215)
N (-1.915, 0.330, 2.502)
C (-0.920, 0.534, 3.330)
C (-1.253, 0.548, 4.792)
O (-1.104, -0.712, 5.444)
N (0.108, -1.418, 5.056)
O (-0.144, -2.490, 4.715)
C (0.403, 0.766, 2.850)
N (1.412, 0.987, 3.758)
C (0.662, 0.724, 1.476)
C (2.043, 0.924, 0.899)
C (2.158, 2.012, -0.203)
P (2.927, 1.500, -1.773)
O (3.950, 2.479, -2.144)
O (1.730, 1.399, -2.812)
C (2.060, 1.644, -4.218)
C (1.335, 0.618, -5.075)
O (3.593, 0.070, -1.521)
C (3.538, -0.918, -2.585)
C (4.093, -2.224, -2.044)
C (-0.457, 0.480, 0.663)
N (-0.365, 0.439, -0.738)
C (0.088, -0.621, -1.164)
O (0.441, -1.610, -1.569)
H (-5.187, -3.166, 0.277)
H (-4.140, -2.308, -0.787)
H (-3.551, -3.779, 0.006)
H (-4.257, -2.376, 2.190)
H (-2.624, -2.193, 1.451)
H (-4.333, -0.004, 1.933)
H (-4.834, -0.531, 0.359)
H (-2.596, -0.539, -0.491)
H (-2.618, 1.639, -1.176)
H (-4.285, 1.346, -0.660)
H (-3.188, 2.276, 0.380)
H (-0.692, 1.303, 5.338)
H (-2.297, 0.811, 4.904)
H (1.141, 1.580, 4.533)
H (2.210, 1.433, 3.331)
H (2.391, -0.044, 0.543)
H (2.744, 1.205, 1.670)
H (2.744, 2.851, 0.145)
H (1.186, 2.416, -0.463)
H (1.661, 2.621, -4.448)
H (3.124, 1.589, -4.396)
H (1.352, -0.365, -4.625)
H (1.805, 0.619, -6.054)
H (0.306, 0.920, -5.231)
H (2.523, -1.084, -2.917)
H (4.120, -0.539, -3.421)
H (5.162, -2.283, -2.194)
H (3.877, -2.259, -0.983)
H (3.592, -3.051, -2.530)

Orbital gap = 8.870 eV
Total charge = +1
E_HOMO = -12.8 eV
F_max = 2.8 eV/A


The following is a quantum chemistry calculation of an isolated molecule of C17H29NO4, from the OMol25 dataset.

Cartesian coordinates (Å):
C (-1.943, -4.046, 0.041)
H (-2.119, -4.357, 1.069)
H (-2.630, -4.592, -0.601)
H (-0.932, -4.329, -0.235)
C (-2.167, -2.538, -0.115)
C (-3.617, -2.230, 0.271)
H (-3.875, -1.200, 0.041)
H (-3.782, -2.405, 1.332)
H (-4.291, -2.875, -0.288)
C (-1.938, -2.143, -1.576)
H (-2.104, -1.080, -1.733)
H (-2.626, -2.689, -2.217)
H (-0.922, -2.377, -1.884)
C (-1.192, -1.779, 0.829)
C (0.226, -1.890, 0.361)
C (1.079, -0.866, 0.347)
O (0.798, 0.389, 0.825)
C (-0.376, 0.467, 1.623)
O (-0.624, 1.809, 1.878)
C (-0.937, 2.608, 0.740)
C (-2.420, 3.000, 0.713)
H (-3.018, 2.140, 1.014)
H (-2.585, 3.786, 1.451)
C (-2.879, 3.477, -0.667)
H (-3.778, 4.087, -0.557)
C (-3.228, 2.325, -1.616)
H (-3.952, 1.660, -1.137)
O (-2.136, 1.501, -1.955)
H (-1.504, 2.014, -2.472)
H (-3.689, 2.732, -2.527)
H (-2.104, 4.103, -1.118)
H (-0.661, 2.073, -0.170)
H (-0.317, 3.509, 0.813)
C (-1.537, -0.293, 0.975)
H (-2.415, -0.155, 1.606)
H (-1.725, 0.136, -0.009)
H (-0.153, 0.034, 2.613)
C (2.463, -1.028, -0.187)
O (2.854, -2.069, -0.684)
N (3.219, 0.084, -0.068)
C (4.570, 0.160, -0.504)
C (5.093, 1.443, -1.074)
C (5.556, 0.975, 0.277)
H (6.564, 0.603, 0.379)
H (5.198, 1.506, 1.145)
H (5.781, 1.395, -1.903)
H (4.424, 2.290, -1.112)
H (4.881, -0.781, -0.938)
H (2.803, 0.892, 0.370)
H (0.594, -2.833, -0.004)
H (-1.267, -2.255, 1.817)

Orbital gap = 9.332 eV
Total charge = 0
E_HOMO = -8.7 eV
Relative energy (zero: lowest compared OMol25 entry of this formula, charge and spin) = 213.4 kJ/mol
F_max = 0.7 eV/A


The following is a quantum chemistry calculation of a 6-piece molecular cluster, C17H30Br2NO7 overall at a distorted geometry, from the OMol25 dataset.

Cartesian coordinates (Å):
C (1.369, -1.902, 4.237)
C (0.545, -1.859, 3.360)
C (-0.233, -1.771, 2.055)
N (0.124, -0.481, 1.409)
C (1.453, -0.253, 1.233)
C (1.955, 0.923, 0.680)
C (1.032, 1.933, 0.265)
C (1.601, 3.240, -0.310)
O (2.545, 3.237, -1.032)
O (0.991, 4.410, 0.074)
C (-0.350, 1.665, 0.423)
C (-0.769, 0.441, 1.001)
C (-2.256, 0.229, 1.169)
Br (-3.152, 1.484, 2.361)
C (-2.987, -0.710, 0.558)
C (-4.511, -0.842, 0.770)
Br (-2.114, -1.929, -0.678)
H (2.103, -1.594, 4.980)
H (-1.307, -1.866, 2.273)
H (0.122, -2.605, 1.418)
H (2.190, -1.015, 1.533)
H (3.041, 1.049, 0.599)
H (0.704, 4.334, 1.000)
H (-1.055, 2.447, 0.110)
H (-5.029, 0.086, 0.464)
H (-4.757, -1.015, 1.835)
H (-4.858, -1.671, 0.123)
C (-1.017, -2.844, -4.476)
O (-0.246, -3.303, -3.366)
H (-0.427, -2.959, -5.381)
H (-1.929, -3.439, -4.563)
H (-1.271, -1.789, -4.343)
H (-0.785, -3.194, -2.578)
C (4.673, 3.169, 2.946)
O (3.345, 2.630, 3.016)
H (5.331, 2.549, 3.548)
H (5.021, 3.166, 1.911)
H (4.682, 4.186, 3.336)
H (2.784, 3.195, 2.479)
C (-0.705, -5.430, -6.893)
O (-1.071, -4.388, -7.792)
H (-1.606, -5.817, -6.422)
H (-0.209, -6.235, -7.441)
H (-0.034, -5.036, -6.125)
H (-0.262, -4.061, -8.198)
C (-8.675, -1.543, 0.846)
O (-7.699, -0.933, 0.003)
H (-8.166, -2.212, 1.537)
H (-9.210, -0.779, 1.413)
H (-9.381, -2.119, 0.244)
H (-8.168, -0.348, -0.599)
C (8.449, 5.068, 2.498)
O (7.048, 5.050, 2.763)
H (8.872, 4.117, 2.812)
H (8.627, 5.205, 1.429)
H (8.926, 5.876, 3.058)
H (6.694, 5.898, 2.479)

Orbital gap = 7.093 eV
Total charge = +1
E_HOMO = -11.8 eV
F_max = 2.3 eV/A


The following is a quantum chemistry calculation of C17H30N8OSSe4Ti as an isolated structure at a distorted geometry, from the OMol25 dataset.

Cartesian coordinates (Å):
Ti (0.615, 0.692, -0.016)
S (0.371, 3.672, 3.325)
C (0.707, 4.639, 1.938)
C (0.778, 3.913, 0.794)
C (0.548, 2.500, 0.963)
C (0.308, 2.238, 2.317)
C (-0.196, 0.981, 2.730)
C (-0.734, 0.690, 3.995)
C (-1.440, -0.466, 4.204)
C (-1.642, -1.332, 3.102)
C (-1.042, -1.054, 1.910)
N (-0.252, 0.052, 1.691)
H (0.827, 5.705, 2.059)
H (0.960, 4.394, -0.161)
H (-0.615, 1.421, 4.786)
H (-1.873, -0.688, 5.169)
H (-2.263, -2.213, 3.196)
H (-1.186, -1.713, 1.058)
Se (-0.644, 2.429, -3.625)
Se (-2.085, 0.737, -4.380)
Se (-1.111, -1.300, -3.886)
Se (-2.064, -2.168, -1.886)
N (1.389, 1.727, -1.705)
C (2.819, 2.012, -1.482)
C (3.453, 0.828, -0.755)
N (2.756, 0.629, 0.529)
H (1.291, 1.019, -2.440)
H (0.886, 2.550, -2.029)
H (2.908, 2.900, -0.854)
H (3.356, 2.191, -2.415)
H (4.526, 0.995, -0.623)
H (3.317, -0.066, -1.365)
H (2.953, 1.403, 1.156)
H (3.059, -0.228, 0.975)
N (-4.102, 0.190, -1.385)
C (-3.622, 1.538, -1.014)
C (-2.421, 1.397, -0.117)
N (-1.314, 0.784, -0.858)
H (-4.725, 0.221, -2.191)
H (-4.559, -0.289, -0.610)
H (-3.288, -0.484, -1.666)
H (-4.425, 2.093, -0.527)
H (-3.331, 2.061, -1.924)
H (-2.652, 0.811, 0.775)
H (-2.110, 2.391, 0.204)
H (-1.234, 1.282, -1.765)
H (-1.530, -0.198, -1.092)
C (1.345, -5.095, -0.046)
N (1.332, -3.729, -0.523)
C (1.160, -3.329, -1.909)
C (1.138, -1.818, -1.772)
O (1.165, -1.017, -2.678)
N (1.157, -1.488, -0.425)
C (1.282, -2.635, 0.244)
N (1.463, -2.686, 1.579)
H (1.412, -5.761, -0.901)
H (0.433, -5.338, 0.504)
H (2.209, -5.268, 0.597)
H (0.211, -3.675, -2.329)
H (1.977, -3.666, -2.548)
H (1.164, -1.845, 2.060)
H (1.184, -3.539, 2.039)

Orbital gap (spin up / spin down) = 5.037 / 5.044 eV
Total charge = 0
E_HOMO (spin up / spin down) = -5.0 / -5.0 eV
Relative energy (zero: lowest compared OMol25 entry of this formula, charge and spin) = 48.7 kJ/mol
F_max = 1.6 eV/A


The following is a quantum chemistry calculation of a 2-piece molecular cluster, C17H30OP overall at a distorted geometry, from the OMol25 dataset.

Cartesian coordinates (Å):
C (-1.876, 1.751, 2.828)
O (-1.060, 0.582, 2.576)
C (0.061, 0.657, 1.876)
C (1.160, -0.111, 2.411)
C (2.484, 0.143, 1.963)
C (3.498, -0.766, 2.266)
C (3.245, -1.899, 3.050)
C (1.969, -2.070, 3.613)
C (0.931, -1.181, 3.330)
H (-2.683, 1.393, 3.479)
H (-1.286, 2.538, 3.332)
H (-2.297, 2.133, 1.879)
H (0.256, 1.566, 1.268)
H (2.666, 1.021, 1.341)
H (4.503, -0.619, 1.875)
H (4.030, -2.638, 3.241)
H (1.784, -2.923, 4.270)
H (-0.073, -1.333, 3.740)
C (0.471, -1.305, -2.842)
C (0.776, -1.007, -1.371)
C (0.834, -2.285, -0.531)
P (-0.384, 0.270, -0.654)
C (-0.027, 1.674, -1.856)
C (1.464, 1.949, -2.071)
C (-0.791, 2.950, -1.496)
C (-2.028, -0.259, -1.404)
C (-3.171, 0.644, -0.936)
C (-2.381, -1.735, -1.209)
H (1.197, -2.055, -3.177)
H (-0.531, -1.730, -2.968)
H (0.571, -0.420, -3.484)
H (1.775, -0.538, -1.303)
H (1.561, -2.954, -1.013)
H (1.183, -2.079, 0.489)
H (-0.130, -2.808, -0.490)
H (-0.435, 1.299, -2.810)
H (1.550, 2.874, -2.656)
H (2.002, 2.084, -1.121)
H (1.947, 1.155, -2.654)
H (-0.365, 3.779, -2.075)
H (-1.847, 2.884, -1.774)
H (-0.717, 3.200, -0.427)
H (-1.895, -0.087, -2.485)
H (-4.120, 0.165, -1.210)
H (-3.162, 0.799, 0.153)
H (-3.152, 1.612, -1.444)
H (-3.413, -1.876, -1.559)
H (-1.764, -2.412, -1.806)
H (-2.329, -2.031, -0.152)

Orbital gap = 7.647 eV
Total charge = +1
E_HOMO = -12.0 eV
Relative energy (zero: lowest compared OMol25 entry of this formula, charge and spin) = 45.2 kJ/mol
F_max = 2.1 eV/A


The following is a quantum chemistry calculation of C17H31Al2Cl4F12K2N2Na2O3SSi as an isolated structure at a distorted geometry, from the OMol25 dataset.

Cartesian coordinates (Å):
C (-1.955, 2.674, -1.583)
Si (-0.096, 2.612, -1.850)
C (0.582, 2.716, -0.147)
C (0.542, 0.929, -2.425)
C (-0.534, 0.082, -3.157)
C (-0.279, -1.360, -2.752)
F (1.007, -1.574, -2.629)
F (-0.689, -2.188, -3.864)
N (-1.107, -1.825, -1.594)
C (-1.513, -0.700, -0.573)
N (-2.826, -0.279, -0.948)
C (-0.705, -3.102, -0.954)
C (0.628, -3.210, -0.164)
C (1.312, -1.949, 0.351)
C (0.883, -1.513, 1.793)
S (2.241, -1.415, 2.915)
O (3.253, -0.686, 2.266)
O (2.573, -2.732, 3.403)
Cl (1.462, -0.405, 4.498)
C (0.513, 4.076, -2.892)
C (-0.145, 5.301, -2.767)
C (0.323, 6.393, -3.485)
C (1.427, 6.256, -4.312)
C (2.066, 5.037, -4.445)
C (1.614, 3.927, -3.727)
H (-2.150, 1.926, -0.821)
H (-2.563, 2.422, -2.459)
H (-2.251, 3.625, -1.142)
H (-0.039, 1.869, 0.294)
H (1.649, 2.480, -0.145)
H (0.473, 3.721, 0.266)
H (1.475, 0.989, -2.984)
H (0.818, 0.420, -1.489)
H (-1.552, 0.428, -2.981)
H (-0.387, 0.151, -4.238)
H (-2.017, -2.010, -2.026)
H (-1.575, -1.212, 0.396)
H (-0.752, 0.077, -0.428)
H (-3.067, 0.618, -0.535)
H (-3.500, -0.932, -0.553)
H (-1.598, -3.402, -0.270)
H (-0.698, -3.901, -1.773)
H (1.354, -3.750, -0.775)
H (0.485, -3.864, 0.708)
H (2.391, -2.086, 0.376)
H (1.168, -1.029, -0.241)
H (0.454, -0.486, 1.710)
H (0.098, -2.151, 2.276)
H (-0.992, 5.386, -2.097)
H (-0.184, 7.347, -3.391)
H (1.791, 7.109, -4.872)
H (2.934, 4.909, -5.083)
H (2.163, 3.000, -3.837)
F (5.401, -1.776, 8.338)
Al (4.159, -0.724, 7.717)
F (4.531, -0.354, 6.117)
F (4.101, 0.656, 8.662)
F (2.688, -1.567, 7.783)
K (-0.896, -4.676, 1.373)
F (1.900, 0.359, 0.236)
K (-2.711, -3.397, -2.723)
O (5.487, 5.149, -3.015)
H (4.577, 5.202, -3.322)
H (5.413, 4.863, -2.099)
F (-1.106, 0.683, 1.176)
Na (-0.814, -2.808, 4.335)
F (-2.838, -7.899, 5.692)
Al (-2.467, -8.443, 4.138)
F (-3.773, -9.228, 3.421)
F (-1.083, -9.407, 4.135)
F (-2.115, -7.041, 3.187)
C (-6.319, 1.149, 0.331)
Cl (-6.071, 0.487, 1.943)
Cl (-5.001, 2.223, -0.116)
Cl (-6.490, -0.164, -0.857)
H (-7.240, 1.717, 0.333)
Na (6.160, -3.717, 8.374)

Orbital gap = 4.379 eV
Total charge = +1
E_HOMO = -10.1 eV
F_max = 5.2 eV/A